Entry 1:
Density functional theory data (the ωB97M-V functional and the def2-TZVPD basis) for one molecule with the formula C4H8ClN3.

## Properties
E_tot: -781.60973 Eh
relative energy (zero: lowest compared OMol25 entry of this formula, charge and spin): 40.7 kcal/mol
orbital gap: 10.2 eV

Last column: natural (NBO) charge in e.
Cartesian coordinates (Å):
N1 1.6178 0.4110 -1.0445  -0.83
C1 0.7944 -0.7003 -0.5604  -0.13
C2 1.3917 -0.9324 0.8101  0.03
N2 1.0097 -0.6977 1.9929  -0.21
N3 -0.3905 -0.2494 2.1363  -0.48
C3 -0.8740 0.5412 0.9753  -0.29
C4 -0.6811 -0.2788 -0.2494  -0.11
Cl1 -1.3278 0.7362 -1.6904  -0.13
H1 1.3093 0.6152 -1.9754  0.38
H2 2.5611 0.2988 -0.9292  0.37
H3 0.9280 -1.6139 -1.2567  0.20
H4 2.3272 -1.4308 0.8862  0.19
H5 -0.3748 0.3451 3.0284  0.37
H6 -1.9157 0.8304 0.9473  0.23
H7 -0.3314 1.4803 0.8591  0.20
H8 -1.3758 -1.0654 -0.2700  0.22

Entry 2:
Density functional theory data (the ωB97M-V functional and the def2-TZVPD basis) for C21H32CuN4O3P as an isolated structure.

## Properties
total charge: +1
E_tot: -3245.87595 Eh
relative energy (zero: lowest compared OMol25 entry of this formula, charge and spin): 12.6 kcal/mol
spin multiplicity: 2
orbital gap (spin up / spin down): 8.4 / 7.0 eV

Last column: Löwdin spin population.
Cartesian coordinates (Å):
Cu1 -0.3445 0.0210 0.3140  0.73
C1 -1.8074 1.7700 -1.4407  0.00
C2 -2.2881 0.3881 -1.8544  0.00
N1 -2.1942 -0.5477 -0.7200  0.05
C3 -3.3316 -0.5040 0.2279  0.00
C4 -3.1011 0.4194 1.4091  0.00
C5 -4.1031 0.8649 2.2540  0.00
C6 -3.7343 1.6552 3.3366  0.00
C7 -2.4018 1.9788 3.5530  0.00
C8 -1.4612 1.4916 2.6584  0.00
C9 0.0339 1.7008 2.7974  0.00
N2 0.8059 1.3057 1.5963  0.05
C10 1.1953 2.4320 0.7315  0.00
C11 0.0056 2.8383 -0.1226  0.00
N3 -0.4515 1.6598 -0.8812  0.06
N4 -1.8375 0.7476 1.6313  0.00
H1 -2.4554 2.1785 -0.6630  0.00
H2 -1.8405 2.4555 -2.2907  0.00
H3 -1.6468 0.0039 -2.6511  0.00
H4 -3.3063 0.4476 -2.2491  0.00
H5 -2.1281 -1.4962 -1.0693  0.00
H6 -3.4692 -1.5164 0.6153  0.00
H7 -4.2526 -0.2245 -0.2919  0.00
H8 -5.1383 0.6030 2.0814  0.00
H9 -4.4924 2.0189 4.0176  0.00
H10 -2.1056 2.5876 4.3966  0.00
H11 0.3690 1.0716 3.6215  0.00
H12 0.2453 2.7418 3.0574  0.00
H13 1.6143 0.7843 1.9155  0.00
H14 2.0081 2.0926 0.0872  0.00
H15 1.5545 3.2877 1.3101  0.00
H16 0.2658 3.6671 -0.7848  0.00
H17 -0.8207 3.1686 0.5105  0.00
H18 0.2280 1.4516 -1.6157  0.00
O1 -1.9728 -3.5280 0.9238  0.00
C12 -1.6513 -3.7738 2.2195  0.00
C13 -2.3575 -4.7746 2.8806  0.00
C14 -2.0673 -5.0695 4.1979  0.00
C15 -1.0739 -4.3734 4.8832  0.00
C16 -0.3817 -3.3747 4.2320  0.00
C17 -0.6522 -3.0556 2.8988  0.00
C18 0.0877 -1.9166 2.2857  0.01
O2 0.8240 -1.1906 2.9363  0.00
O3 -0.1333 -1.7328 0.9946  0.06
H19 -1.2874 -2.8888 0.6249  0.00
H20 -3.1201 -5.3147 2.3356  0.00
H21 -2.6183 -5.8554 4.6985  0.00
H22 -0.8495 -4.6133 5.9131  0.00
H23 0.3896 -2.8083 4.7365  0.00
C19 3.8164 -0.3804 -2.2945  0.00
P1 1.9892 -0.4493 -2.2614  0.00
C20 1.7158 -2.1668 -1.6825  0.00
C21 1.6188 -0.6423 -4.0479  0.00
H24 4.2340 -1.2278 -2.8408  0.00
H25 4.2058 -0.3934 -1.2761  0.00
H26 4.1456 0.5436 -2.7704  0.00
H27 2.2932 -2.8811 -2.2729  0.00
H28 0.6588 -2.4290 -1.7601  0.00
H29 1.9934 -2.2606 -0.6328  0.00
H30 2.1809 -1.4698 -4.4847  0.00
H31 1.8706 0.2734 -4.5838  0.00
H32 0.5544 -0.8348 -4.1936  0.00

Entry 3:
Density functional theory data (the ωB97M-V functional and the def2-TZVPD basis) for C5H10GdO4S2 as an isolated structure.

## Properties
total charge: +3
E_tot: -2058.16254 Eh
spin multiplicity: 8
orbital gap (spin up / spin down): 8.5 / 6.7 eV

Last column: Löwdin spin population.
Cartesian coordinates (Å):
C1 3.3106 0.2976 -0.1852  0.04
C2 2.4261 0.1014 1.0816  0.09
S1 1.2355 -1.2025 0.9157  0.71
C3 0.3743 -1.0020 -0.6717  0.06
C4 -0.9303 -0.1909 -0.5327  0.03
C5 -2.0780 -0.7318 0.3771  -0.06
O1 -2.6077 0.3054 1.1555  -0.02
S2 -2.2248 1.6402 0.2321  -0.01
O2 -3.1189 1.4458 -0.8815  -0.05
O3 -2.1910 2.8290 0.8724  0.00
O4 -0.7256 1.1241 -0.0157  0.00
H1 4.3522 0.1935 0.0772  0.01
H2 3.1046 1.2473 -0.6522  0.00
H3 3.1156 -0.4991 -0.8956  0.00
H4 1.9767 1.0387 1.4174  0.03
H5 3.0633 -0.2279 1.8985  0.00
H6 0.9810 -0.4969 -1.4117  0.00
H7 0.1001 -1.9996 -0.9943  0.01
H8 -1.2025 0.0053 -1.5692  0.00
H9 -1.6848 -1.5013 1.0343  0.00
H10 -2.8688 -1.1619 -0.3039  -0.14
Gd1 -4.4075 -1.2144 -0.9482  6.30

Entry 4:
Density functional theory data (the ωB97M-V functional and the def2-TZVPD basis) for C23H28NO4S as an isolated structure.

## Properties
total charge: +1
E_tot: -1646.26590 Eh
orbital gap: 8.3 eV

Last column: natural (NBO) charge in e.
Cartesian coordinates (Å):
C1 -0.5781 4.8271 0.5983  -0.62
C2 0.7648 4.3232 0.9086  -0.09
H1 1.5430 4.5187 0.0201  0.22
H2 1.0609 4.9406 1.8310  0.20
O1 0.5850 3.0665 1.2748  -0.45
C3 0.8791 2.2165 0.4521  0.80
O2 1.0419 2.5185 -0.6106  -0.64
C4 0.7904 0.8672 0.7412  -0.32
C5 0.1057 0.5352 1.9065  0.49
O3 0.0811 -0.9082 2.1618  -0.46
C6 1.0055 -1.3407 1.0645  0.27
C7 1.0838 -2.6341 0.8559  -0.21
C8 1.5788 -3.1617 -0.1394  -0.25
C9 2.3926 -2.1971 -1.0519  0.44
C10 2.0107 -0.7743 -0.9157  -0.27
C11 1.3629 -0.3898 0.4079  -0.03
C12 2.6624 0.0756 -1.6514  -0.22
N1 1.8123 0.8432 -2.5726  -0.44
C13 0.9317 -0.1668 -3.4628  -0.37
H3 0.3150 0.4584 -3.9060  0.21
H4 0.2419 -0.5541 -2.6271  0.24
H5 1.6083 -0.7372 -3.8080  0.20
C14 2.6467 1.6646 -3.6789  -0.43
H6 3.3160 2.3874 -3.0262  0.25
H7 1.8092 2.3014 -4.5444  0.25
H8 3.1292 0.9494 -4.3617  0.23
H9 1.1341 1.4595 -1.9197  0.49
H10 3.5953 -0.4210 -2.5028  0.23
H11 3.3329 0.9605 -1.0784  0.23
O4 3.0204 -2.6095 -2.0533  -0.65
H12 3.2193 -3.4916 -2.2198  0.52
H13 1.8982 -4.1292 -0.4119  0.22
H14 0.7240 -3.5253 1.6454  0.26
C15 -0.8579 1.2505 2.9252  -0.49
H15 -0.3312 2.1721 3.2901  0.25
H16 -0.9122 0.5997 3.5909  0.20
S1 -2.2773 1.8171 1.7019  0.30
C16 -2.3181 0.2038 1.1903  -0.21
C17 -2.8852 -0.8307 1.6801  -0.23
C18 -2.9319 -1.9425 1.0554  -0.24
C19 -2.8052 -2.2779 -0.1957  0.08
C20 -2.2010 -0.9341 -0.8392  -0.20
C21 -2.2400 0.2629 -0.2931  -0.26
H17 -1.9955 1.0840 -0.7865  0.21
H18 -2.2009 -0.9566 -2.1502  0.17
C22 -3.0434 -3.6229 -1.0669  -0.40
H19 -3.8769 -4.1308 -0.5441  0.23
H20 -3.3008 -3.4536 -2.0303  0.21
C23 -1.6837 -4.2830 -1.0652  -0.61
H21 -0.7700 -3.6346 -1.3160  0.22
H22 -1.8011 -5.2488 -1.5169  0.22
H23 -1.4745 -4.5023 0.0491  0.20
H24 -3.4518 -3.0638 1.3983  0.19
H25 -3.1658 -0.8765 2.8457  0.23
H26 -0.6305 5.8176 0.4682  0.22
H27 -0.7339 4.3116 -0.2652  0.20
H28 -1.4237 4.6850 1.3193  0.22

no.,maximum force (eV/A)
1,4.0
2,0.2
3,6.1
4,14.4